No. 1
{"formula": "C16H24BMnN9SSe", "method": "ωB97M-V/def2-TZVPD", "homo_ev": [-7.61, -7.63], "multiplicity": 6, "total_charge": 0, "largest_force_ev_per_a": 1.65, "e_above_lowest_ev": 0.257, "energy_ha": -5092.5077, "gap_ev": [8.07, 8.08], "species": ["Mn", "C", "C", "N", "C", "C", "S", "C", "C", "N", "H", "H", "H", "H", "H", "H", "H", "H", "H", "H", "H", "H", "H", "H", "C", "C", "N", "N", "C", "B", "N", "C", "C", "C", "N", "N", "C", "C", "C", "N", "H", "H", "H", "H", "H", "H", "H", "H", "H", "H", "Se", "C", "N"], "coordinates": [[-0.204, -0.249, -0.320], [2.938, -1.204, 0.870], [3.458, -0.030, 0.030], [2.391, 0.514, -0.802], [2.513, 1.927, -1.095], [2.203, 2.782, 0.140], [0.880, 2.121, 1.229], [1.854, 1.266, 2.537], [1.626, -0.240, 2.675], [1.600, -0.955, 1.407], [2.900, -2.091, 0.240], [3.656, -1.396, 1.681], [3.839, 0.761, 0.679], [4.309, -0.382, -0.568], [2.336, -0.023, -1.664], [3.519, 2.208, -1.458], [1.794, 2.151, -1.885], [3.083, 2.930, 0.764], [1.848, 3.761, -0.175], [2.900, 1.482, 2.342], [1.572, 1.748, 3.474], [2.432, -0.623, 3.329], [0.680, -0.423, 3.186], [1.151, -1.859, 1.556], [-3.237, 0.702, 3.025], [-1.944, 0.339, 2.663], [-1.867, 0.086, 1.360], [-3.097, 0.288, 0.866], [-3.939, 0.653, 1.841], [-3.476, 0.222, -0.618], [-3.117, -1.152, -1.156], [-3.891, -1.977, -1.878], [-3.180, -3.134, -2.111], [-1.958, -2.924, -1.475], [-1.935, -1.726, -0.904], [-2.666, 1.317, -1.348], [-3.208, 2.421, -1.871], [-2.197, 3.217, -2.362], [-1.038, 2.498, -2.091], [-1.331, 1.354, -1.474], [-3.600, 0.969, 3.997], [-1.097, 0.265, 3.314], [-4.971, 0.844, 1.633], [-4.634, 0.440, -0.750], [-4.884, -1.696, -2.168], [-3.490, -3.996, -2.667], [-1.118, -3.588, -1.419], [-4.267, 2.571, -1.864], [-2.282, 4.171, -2.838], [-0.030, 2.772, -2.333], [2.382, -4.020, -1.963], [1.392, -2.623, -1.710], [0.762, -1.654, -1.514]], "lowdin_charge": [0.816, -0.196, -0.186, -0.124, -0.276, -0.432, 0.870, -0.422, -0.274, -0.108, 0.058, 0.122, 0.096, 0.129, 0.093, 0.124, 0.086, 0.067, 0.068, 0.059, 0.072, 0.122, 0.085, 0.123, -0.054, -0.157, 0.010, -0.032, -0.072, -0.532, -0.040, -0.074, -0.054, -0.142, -0.009, -0.026, -0.073, -0.052, -0.143, 0.004, 0.091, 0.080, 0.117, 0.119, 0.116, 0.091, 0.089, 0.118, 0.091, 0.086, 0.541, -1.018, -0.048]}

---

No. 2
{"formula": "C16H24BrCl24FO3", "method": "ωB97M-V/def2-TZVPD", "homo_ev": -10.33, "multiplicity": 1, "total_charge": 0, "largest_force_ev_per_a": 1.59, "energy_ha": -14568.2012, "gap_ev": 9.43, "species": ["O", "C", "O", "C", "O", "C", "Br", "C", "F", "C", "Cl", "Cl", "H", "H", "C", "Cl", "Cl", "H", "H", "C", "Cl", "Cl", "H", "H", "C", "Cl", "Cl", "H", "H", "C", "Cl", "Cl", "H", "H", "C", "Cl", "Cl", "H", "H", "C", "Cl", "Cl", "H", "H", "C", "Cl", "Cl", "H", "H", "C", "Cl", "Cl", "H", "H", "C", "Cl", "Cl", "H", "H", "C", "Cl", "Cl", "H", "H", "C", "Cl", "Cl", "H", "H"], "coordinates": [[-3.179, -0.646, -3.142], [-3.691, 0.292, -3.645], [-4.883, 0.288, -4.338], [-5.487, 1.514, -3.980], [-6.650, 1.620, -3.798], [-4.365, 2.475, -3.821], [-4.534, 4.308, -3.879], [-3.270, 1.747, -3.605], [-2.057, 2.139, -3.420], [-1.643, -2.275, -0.238], [-2.386, -3.825, 0.186], [0.106, -2.280, 0.029], [-1.832, -2.076, -1.287], [-2.074, -1.502, 0.388], [-6.350, 7.035, -1.740], [-5.593, 7.322, -3.315], [-5.255, 6.240, -0.604], [-6.639, 7.993, -1.326], [-7.215, 6.400, -1.890], [3.040, -4.436, 1.505], [4.321, -5.387, 2.270], [3.679, -3.292, 0.316], [2.363, -5.112, 0.998], [2.520, -3.877, 2.272], [7.268, -2.862, 1.539], [8.045, -2.577, -0.021], [8.298, -3.790, 2.641], [7.054, -1.905, 1.999], [6.356, -3.424, 1.376], [-3.544, 1.135, 0.733], [-2.703, 1.332, -0.811], [-2.497, 0.352, 1.917], [-3.833, 2.110, 1.109], [-4.415, 0.509, 0.575], [-1.590, 3.549, 4.292], [-3.052, 3.830, 3.333], [-0.121, 3.745, 3.332], [-1.573, 4.263, 5.104], [-1.621, 2.535, 4.673], [-8.332, -0.467, -1.205], [-9.620, -1.507, -0.584], [-7.060, -0.194, 0.003], [-7.888, -0.955, -2.066], [-8.758, 0.492, -1.473], [11.758, -3.029, 4.273], [11.585, -1.442, 5.028], [13.432, -3.360, 3.799], [11.448, -3.786, 4.983], [11.137, -3.060, 3.386], [-0.746, 4.569, 8.573], [-1.949, 5.721, 7.982], [-0.016, 3.646, 7.252], [0.038, 5.115, 9.082], [-1.234, 3.875, 9.247], [15.495, -2.171, 0.910], [14.345, -0.908, 0.460], [16.118, -3.032, -0.505], [16.329, -1.713, 1.428], [14.993, -2.883, 1.553], [-0.905, -0.164, -7.195], [-1.647, -0.746, -8.684], [-2.103, 0.119, -5.919], [-0.207, -0.912, -6.838], [-0.400, 0.772, -7.400], [-7.314, -3.583, -4.257], [-7.314, -1.815, -4.136], [-7.967, -4.142, -5.799], [-6.291, -3.926, -4.168], [-7.927, -3.980, -3.457]], "lowdin_charge": [0.136, -0.546, 0.070, -0.436, 0.173, -0.554, 0.874, -0.405, 0.112, -1.043, 0.503, 0.499, 0.009, -0.074, -1.011, 0.465, 0.499, 0.024, 0.028, -1.016, 0.521, 0.511, 0.026, 0.025, -1.034, 0.509, 0.506, 0.029, -0.051, -0.955, 0.683, 0.560, -0.005, -0.020, -1.062, 0.514, 0.508, -0.039, 0.017, -1.041, 0.511, 0.517, -0.091, 0.029, -1.027, 0.507, 0.523, 0.026, -0.009, -1.005, 0.513, 0.542, 0.025, 0.025, -1.043, 0.498, 0.498, 0.025, -0.036, -0.980, 0.524, 0.683, 0.029, 0.028, -0.991, 0.598, 0.515, 0.028, 0.028]}

---

No. 3
{"formula": "C16H24BrN4O10", "method": "ωB97M-V/def2-TZVPD", "homo_ev": -12.04, "multiplicity": 1, "total_charge": 1, "largest_force_ev_per_a": 1.38, "energy_ha": -4169.3354, "gap_ev": 9.01, "species": ["O", "C", "Br", "C", "N", "C", "N", "C", "N", "N", "H", "H", "H", "H", "H", "H", "C", "C", "C", "O", "C", "O", "O", "H", "H", "H", "H", "H", "H", "C", "C", "C", "O", "C", "O", "O", "H", "H", "H", "H", "H", "H", "C", "C", "C", "O", "C", "O", "O", "H", "H", "H", "H", "H", "H"], "coordinates": [[4.364, -2.308, -2.654], [3.560, -2.168, -3.525], [3.624, -3.118, -5.209], [2.373, -1.227, -3.377], [1.290, -1.903, -2.685], [0.047, -1.975, -3.118], [-0.937, -2.580, -2.433], [-1.997, -2.425, -3.163], [-1.754, -1.771, -4.277], [-0.421, -1.474, -4.271], [2.057, -0.831, -4.331], [2.644, -0.376, -2.765], [1.520, -2.337, -1.806], [-2.975, -2.785, -2.914], [-2.358, -1.514, -5.038], [0.040, -0.990, -5.019], [5.984, 2.668, -1.592], [4.591, 2.630, -1.016], [4.528, 2.579, 0.492], [3.300, 1.865, 0.720], [3.071, 1.090, -0.350], [2.241, 0.233, -0.411], [3.910, 1.402, -1.364], [6.540, 3.517, -1.197], [6.523, 1.749, -1.358], [5.949, 2.754, -2.678], [3.995, 3.460, -1.404], [4.485, 3.562, 0.953], [5.348, 2.009, 0.933], [0.832, 0.379, 2.490], [0.225, 1.210, 3.593], [-1.197, 0.867, 3.971], [-1.694, 2.132, 4.444], [-0.989, 3.108, 3.827], [-1.271, 4.260, 3.841], [0.087, 2.585, 3.186], [0.799, -0.682, 2.740], [0.308, 0.538, 1.549], [1.866, 0.666, 2.332], [0.873, 1.185, 4.475], [-1.257, 0.117, 4.755], [-1.807, 0.550, 3.130], [-6.741, -0.569, 1.935], [-5.342, -0.788, 1.415], [-5.100, -2.144, 0.791], [-3.701, -2.355, 1.041], [-3.377, -1.640, 2.151], [-2.362, -1.736, 2.756], [-4.384, -0.802, 2.486], [-7.475, -0.716, 1.144], [-6.957, -1.255, 2.755], [-6.850, 0.442, 2.324], [-5.062, 0.015, 0.727], [-5.301, -2.161, -0.278], [-5.666, -2.941, 1.277]], "lowdin_charge": [0.088, -0.782, 0.750, -0.163, 0.136, -0.328, 0.195, -0.103, 0.104, 0.167, 0.100, 0.106, 0.176, 0.149, 0.186, 0.179, -0.017, -0.314, -0.067, 0.070, -0.562, 0.136, 0.070, 0.097, 0.095, 0.088, 0.161, 0.146, 0.145, -0.021, -0.316, -0.091, 0.068, -0.569, 0.164, 0.080, 0.097, 0.086, 0.064, 0.159, 0.142, 0.111, -0.017, -0.330, -0.096, 0.055, -0.558, 0.162, 0.090, 0.093, 0.096, 0.091, 0.158, 0.131, 0.142]}